Record 1
74
Properties=species:S:1:pos:R:3 method="wB97M-V/def2-TZVPD" gap_ev="3.15 / 3.15" lumo_ev="4.566 / 4.566" multiplicity=2 total_charge=-3 homo_ev="1.4121 / 1.4115"
O -0.537 -1.042 -1.176
V -0.545 -0.142 0.079
C -4.098 1.487 0.295
C -5.507 1.103 0.584
C -6.172 -0.008 -0.348
O -7.178 -0.552 0.109
C -5.362 -0.519 -1.383
C -4.060 -0.132 -1.579
C -3.411 0.898 -0.717
O -2.147 1.259 -0.832
O -3.441 -0.718 -2.541
O -6.172 1.580 1.493
H -3.729 2.121 1.086
H -5.846 -1.214 -2.056
C -3.777 -1.952 4.761
C -3.596 -1.624 3.416
C -2.230 -1.350 2.882
O -2.006 -1.268 1.588
C -1.099 -1.273 3.665
C -1.202 -1.774 5.054
C -2.675 -2.055 5.668
O -2.774 -2.569 6.793
O -0.220 -2.143 5.678
O -4.656 -1.554 2.738
H -4.727 -2.128 5.243
H -0.137 -1.113 3.202
C 3.869 -0.318 0.912
F 4.932 -0.376 1.712
F 3.344 0.905 0.871
F 4.165 -0.623 -0.353
S 2.571 -1.515 1.571
O 2.387 -1.331 3.007
O 1.355 -1.158 0.821
O 3.071 -2.851 1.253
C -2.243 2.256 3.293
C -0.998 2.278 2.493
O -0.762 1.395 1.691
C 0.021 3.371 2.712
H -2.735 1.286 3.330
H -2.904 3.063 2.971
H -1.994 2.484 4.335
H 0.144 3.933 1.787
H 0.924 2.876 3.070
H -0.317 4.046 3.499
C 3.788 -3.438 -3.319
C 2.773 -4.278 -2.511
C 1.768 -3.325 -1.861
S 1.679 -1.858 -2.927
O 1.943 -0.631 -2.172
O 0.546 -1.840 -3.859
C 3.170 -2.197 -3.980
H 4.448 -4.112 -3.869
H 4.489 -3.027 -2.584
H 3.155 -4.999 -1.786
H 2.184 -4.995 -3.096
H 2.212 -2.897 -0.958
H 0.766 -3.654 -1.599
H 3.936 -1.428 -3.945
H 2.835 -2.421 -4.991
C 2.215 3.254 -3.849
C 3.454 3.007 -2.969
C 3.044 2.539 -1.571
S 1.225 2.669 -1.452
O 0.757 3.974 -1.037
O 0.807 1.505 -0.689
C 1.018 2.506 -3.239
H 2.396 3.111 -4.914
H 1.898 4.301 -3.809
H 3.937 3.986 -2.945
H 4.095 2.290 -3.479
H 3.446 3.148 -0.763
H 3.401 1.516 -1.503
H 0.030 2.824 -3.566
H 1.060 1.432 -3.437

=====

Record 2
59
Properties=species:S:1:pos:R:3 method="wB97M-V/def2-TZVPD" gap_ev=8.03 lumo_ev=-3.188 total_charge=+1 homo_ev=-11.2213
Tl 0.834 -0.847 0.475
C 1.382 -0.547 -2.977
C 2.547 -0.180 -2.110
N 2.146 0.416 -0.776
C 1.384 1.652 -0.937
C 2.007 2.708 -1.848
C 3.273 0.646 0.162
C 2.892 0.991 1.594
N 1.988 -0.021 2.119
C 1.333 0.256 3.310
C 0.074 -0.218 3.539
F -0.653 -0.892 2.559
C -0.664 0.165 4.640
F -1.925 -0.292 4.788
C -0.085 0.901 5.654
C 1.203 1.347 5.450
F 1.779 2.030 6.415
C 1.920 1.048 4.347
F 3.176 1.572 4.231
H 1.689 -1.131 -3.799
H 0.882 0.374 -3.460
H 0.625 -1.150 -2.516
H 3.240 0.479 -2.590
H 3.105 -1.121 -1.889
H 1.321 2.068 0.077
H 0.340 1.457 -1.165
H 3.051 2.787 -1.745
H 1.556 3.694 -1.569
H 1.696 2.630 -2.908
H 3.901 1.462 -0.196
H 3.967 -0.202 0.202
H 2.509 2.024 1.670
H 3.884 0.958 2.046
H -0.666 1.202 6.574
C -2.402 -0.135 0.484
N -1.325 -0.945 -0.014
C -1.570 -2.000 -0.737
C -0.575 -2.942 -1.078
C -0.643 -4.204 -1.676
C 0.604 -4.829 -1.559
C 1.399 -3.958 -0.828
N 0.715 -2.780 -0.528
C -3.247 0.497 -0.609
C -4.603 0.781 -0.421
C -5.397 1.351 -1.402
C -4.799 1.703 -2.617
C -3.506 1.321 -2.890
C -2.741 0.700 -1.905
H -2.064 0.635 1.119
H -2.982 -0.810 1.136
H -2.616 -2.102 -1.024
H -1.549 -4.624 -2.098
H 0.982 -5.785 -1.966
H 2.457 -3.966 -0.547
H -5.012 0.617 0.599
H -6.425 1.484 -1.243
H -5.459 2.078 -3.408
H -3.129 1.398 -3.923
H -1.825 0.248 -2.233

=====

Record 3
59
Properties=species:S:1:pos:R:3 method="wB97M-V/def2-TZVPD" gap_ev="7.42 / 8.21" lumo_ev="-4.580 / -3.807" multiplicity=3 total_charge=+1 homo_ev="-12.0006 / -12.0203"
V -0.935 0.873 -0.419
C 1.526 -1.025 2.234
C 2.300 0.081 1.522
C 1.758 1.457 1.900
C 2.472 -0.039 0.013
C 3.730 0.242 -0.509
C 3.972 0.210 -1.873
C 2.954 -0.100 -2.755
C 1.672 -0.384 -2.294
C 0.572 -0.694 -3.290
C 0.862 -1.993 -4.043
C 0.353 0.470 -4.255
C 1.460 -0.357 -0.908
N 0.125 -0.612 -0.434
C -0.381 -1.921 -0.396
C 0.344 -3.103 -0.335
C -0.347 -4.309 -0.292
C -1.736 -4.351 -0.316
C -2.481 -3.177 -0.397
C -1.759 -2.016 -0.436
F -2.395 -0.769 -0.545
H 1.714 -0.951 3.307
H 1.838 -2.020 1.920
H 0.446 -0.950 2.089
H 3.323 0.027 1.908
H 0.749 1.608 1.505
H 2.379 2.262 1.507
H 1.701 1.562 2.984
H 4.532 0.491 0.175
H 4.961 0.434 -2.248
H 3.153 -0.116 -3.818
H -0.365 -0.854 -2.742
H 1.770 -1.902 -4.642
H 0.043 -2.235 -4.721
H 0.996 -2.830 -3.357
H 1.229 0.628 -4.884
H 0.161 1.409 -3.731
H -0.491 0.269 -4.916
H 1.425 -3.076 -0.334
H 0.213 -5.232 -0.242
H -2.249 -5.301 -0.286
H -3.561 -3.167 -0.445
C -2.692 -0.372 2.875
C -2.434 1.032 2.468
N -1.840 1.442 1.358
C -1.789 2.823 1.417
C -2.366 3.247 2.571
N -2.765 2.102 3.213
C -2.629 4.563 3.224
O -2.239 5.647 2.582
O -3.204 4.569 4.278
C -1.120 3.557 0.327
O -1.093 4.760 0.253
O -0.573 2.727 -0.560
H -2.363 -1.061 2.101
H -3.755 -0.531 3.058
H -2.149 -0.600 3.793
H -3.229 2.114 4.112
H -1.793 5.439 1.727

=====

Record 4
64
Properties=species:S:1:pos:R:3 method="wB97M-V/def2-TZVPD" gap_ev=5.72 lumo_ev=-7.384 total_charge=+2 homo_ev=-13.1019
In -1.513 0.658 -1.214
O -0.160 -1.766 -5.482
C -0.881 -1.488 -4.397
O -0.905 -2.202 -3.405
C -1.729 -0.279 -4.571
C -1.999 0.134 -5.897
C -2.973 1.136 -6.057
C -3.631 1.720 -5.017
C -3.279 1.315 -3.717
N -2.319 0.351 -3.456
C -3.911 1.970 -2.585
O -5.002 2.670 -2.961
O -3.509 1.942 -1.421
H 0.155 -2.737 -5.475
H -1.604 -0.347 -6.801
H -3.155 1.559 -7.083
H -4.305 2.540 -5.316
H -5.307 2.423 -3.884
N -0.572 4.743 0.695
C -0.667 3.459 0.255
S -0.183 3.037 -1.352
N -0.999 2.556 1.221
N -1.610 1.453 0.855
C -2.298 0.704 1.685
C -3.031 -0.474 1.156
C -3.635 -1.496 1.984
C -4.273 -2.556 1.353
C -4.243 -2.667 -0.061
C -3.424 -1.784 -0.773
N -2.953 -0.613 -0.243
H 0.094 5.294 0.214
H -0.686 4.854 1.675
H -2.335 0.832 2.739
H -3.713 -1.362 3.052
H -4.773 -3.350 1.864
H -4.823 -3.426 -0.476
H -3.158 -2.074 -1.754
C 6.127 1.081 3.036
C 4.884 0.782 3.853
N 3.924 -0.125 3.226
C 3.337 -1.146 4.064
C 4.239 -2.311 4.529
C 3.091 0.464 2.189
O 3.103 1.694 1.993
C 2.327 -0.422 1.290
C 2.761 -1.739 0.855
C 2.016 -2.323 -0.161
C 0.861 -1.717 -0.621
N 0.509 -0.438 -0.270
C 1.257 0.229 0.650
H 6.949 1.368 3.720
H 5.913 1.963 2.335
H 6.415 0.184 2.493
H 4.334 1.783 3.966
H 5.090 0.420 4.871
H 2.477 -1.648 3.573
H 2.888 -0.746 5.017
H 4.957 -2.594 3.745
H 3.664 -3.218 4.856
H 4.792 -2.030 5.407
H 3.729 -2.113 1.185
H 2.397 -3.173 -0.719
H 0.186 -2.243 -1.337
H 1.082 1.295 0.909